{"formula": "C80H60KN3OP2S", "method": "wB97M-V/def2-TZVPD", "e_homo_ev": -1.344, "total_charge": -2, "e_lumo_ev": 3.752, "spin_multiplicity": 1, "energy_ha": -5004.78408, "symbols": ["K", "O", "S", "C", "C", "C", "C", "C", "C", "C", "C", "C", "C", "P", "C", "C", "C", "C", "C", "C", "C", "C", "C", "C", "C", "C", "C", "C", "C", "C", "C", "C", "C", "C", "C", "C", "C", "C", "P", "C", "C", "C", "C", "C", "C", "C", "C", "C", "C", "C", "C", "C", "C", "H", "H", "H", "H", "H", "H", "H", "H", "H", "H", "H", "H", "H", "H", "H", "H", "H", "H", "H", "H", "H", "H", "H", "H", "H", "H", "H", "H", "H", "H", "H", "H", "H", "H", "H", "H", "C", "C", "C", "C", "C", "H", "H", "H", "H", "H", "C", "C", "C", "C", "C", "C", "C", "C", "C", "C", "C", "C", "C", "C", "C", "N", "H", "H", "H", "H", "H", "H", "H", "H", "H", "H", "C", "C", "C", "C", "C", "C", "N", "N", "C", "C", "C", "C", "C", "C", "H", "H", "H", "H", "H", "H", "H", "H", "H"], "coordinates": [[0.6762, 0.7516, 1.5958], [-1.1150, 0.2014, 0.2713], [-0.6523, -0.6011, -0.9033], [-1.9138, -0.5657, -2.2311], [-3.1747, -1.0578, -1.9898], [-4.0934, -1.3222, -3.0263], [-3.6962, -1.1197, -4.3185], [-4.3738, -1.3997, -5.6432], [-3.3994, -0.8327, -6.7175], [-2.1752, -0.3995, -5.9384], [-0.9684, 0.1070, -6.3175], [-0.0615, 0.5528, -5.3216], [-0.3257, 0.4770, -3.9724], [0.4005, 1.5110, -2.6306], [1.5087, 2.7760, -3.4459], [1.3508, 4.1344, -3.1714], [2.2084, 5.0872, -3.7021], [3.2431, 4.7053, -4.5452], [3.4233, 3.3584, -4.8260], [2.5733, 2.4092, -4.2709], [-1.2988, 2.7368, -3.1989], [-1.5003, 3.5935, -4.2836], [-2.5309, 4.5271, -4.3130], [-3.4195, 4.6202, -3.2477], [-3.2788, 3.7450, -2.1780], [-2.2327, 2.8269, -2.1631], [-1.5170, -0.2168, -3.5565], [-2.4278, -0.5683, -4.5618], [-1.0322, -2.3615, -0.5521], [-0.5367, -3.1091, -1.5907], [-0.9228, -4.4384, -1.8532], [-1.8797, -4.9775, -1.0511], [-2.5803, -6.3150, -1.1055], [-3.4062, -6.3820, 0.2075], [-3.1693, -5.0443, 0.8721], [-3.5755, -4.5570, 2.0781], [-3.0548, -3.3180, 2.4978], [-2.1937, -2.5137, 1.7720], [-1.3294, -1.0712, 2.8351], [-3.0432, -0.4877, 3.2838], [-3.7841, -0.6433, 4.4506], [-5.0726, -0.1319, 4.5618], [-5.6501, 0.5579, 3.5083], [-4.9120, 0.7498, 2.3460], [-3.6302, 0.2349, 2.2386], [-0.5047, -2.3654, 3.8874], [0.7506, -2.8453, 3.4661], [1.4774, -3.6708, 4.3244], [0.9930, -4.0547, 5.5614], [-0.2653, -3.6233, 5.9576], [-0.9874, -2.7830, 5.1286], [-1.8537, -2.9654, 0.4565], [-2.3085, -4.2591, 0.0889], [-3.4603, -1.2948, -0.9715], [-5.0676, -1.7325, -2.7851], [-4.5208, -2.4749, -5.7738], [-5.3592, -0.9335, -5.6999], [-3.1632, -1.5726, -7.4850], [-3.8467, 0.0237, -7.2283], [-0.7104, 0.2356, -7.3639], [0.8434, 1.0485, -5.6512], [0.5523, 4.4543, -2.5134], [2.0688, 6.1321, -3.4496], [3.9021, 5.4493, -4.9780], [4.2381, 3.0390, -5.4660], [2.7572, 1.3604, -4.4679], [-0.8354, 3.5304, -5.1444], [-2.6430, 5.1896, -5.1669], [-4.2060, 5.3668, -3.2499], [-3.9709, 3.7893, -1.3425], [-2.1221, 2.1675, -1.3043], [0.1373, -2.6211, -2.2887], [-0.4952, -4.9787, -2.6896], [-3.2263, -6.3726, -1.9846], [-1.8648, -7.1364, -1.1789], [-4.4676, -6.5489, 0.0124], [-3.0630, -7.1972, 0.8484], [-4.2285, -5.1213, 2.7354], [-3.3207, -3.0020, 3.4990], [-3.3720, -1.1574, 5.3079], [-5.6247, -0.2732, 5.4843], [-6.6600, 0.9425, 3.5880], [-5.3355, 1.3020, 1.5151], [-3.0605, 0.3931, 1.3299], [0.7586, -1.8797, 1.5430], [2.4505, -4.0170, 3.9946], [1.5870, -4.6951, 6.2029], [-0.6782, -3.9268, 6.9131], [-1.9468, -2.4255, 5.4754], [-0.9269, 1.7211, 4.3662], [0.3333, 2.2852, 4.2242], [1.2996, 1.3450, 4.6881], [0.6346, 0.2119, 5.1073], [-0.7622, 0.3996, 4.8836], [-1.8759, 2.1945, 4.1453], [0.5532, 3.2914, 3.8837], [2.3661, 1.5083, 4.7178], [1.0904, -0.6739, 5.5292], [-1.5143, -0.0892, 5.4858], [3.2945, -1.7010, -2.3764], [4.2118, -1.2499, -1.4412], [4.0671, 0.0220, -0.9089], [2.9797, 0.8121, -1.2674], [2.0369, 0.3883, -2.2318], [2.2472, -0.8781, -2.7791], [2.7933, 2.1430, -0.6295], [3.8529, 3.0801, -0.5366], [3.5951, 4.3253, -0.0589], [2.2912, 4.6525, 0.3825], [1.9478, 5.8992, 0.9521], [0.6696, 6.1401, 1.3734], [-0.3284, 5.1508, 1.2295], [-0.0281, 3.9363, 0.6817], [1.2950, 3.6586, 0.2557], [1.5646, 2.4323, -0.2617], [3.3881, -2.7013, -2.7867], [5.0178, -1.8908, -1.1068], [4.7687, 0.3793, -0.1621], [1.5657, -1.2296, -3.5500], [4.8425, 2.7969, -0.8690], [4.3814, 5.0694, 0.0055], [2.7163, 6.6575, 1.0586], [0.4171, 7.0921, 1.8241], [-1.3382, 5.3537, 1.5627], [-0.7794, 3.1676, 0.5418], [5.8667, 2.8670, 3.0281], [6.2444, 1.5276, 2.9865], [5.3172, 0.5293, 2.7465], [3.9547, 0.8296, 2.5157], [3.5961, 2.1931, 2.5491], [4.5305, 3.1778, 2.8105], [2.9693, -0.1216, 2.2762], [3.5081, -1.3143, 2.1319], [2.8402, -2.4267, 1.9729], [3.7204, -3.5261, 1.6344], [3.3017, -4.7123, 1.1577], [1.8748, -4.9299, 1.0059], [0.9818, -4.0127, 1.3793], [1.3226, -2.6867, 2.0434], [6.5961, 3.6432, 3.2277], [7.2813, 1.2549, 3.1575], [5.6149, -0.5088, 2.7283], [2.5619, 2.4676, 2.3728], [4.2088, 4.2140, 2.8351], [4.7774, -3.3023, 1.7260], [4.0067, -5.4829, 0.8703], [1.5244, -5.8654, 0.5805], [-0.0713, -4.2397, 1.3022]], "forces_ev_per_angstrom": [[0.79, 0.83, 1.25], [-1.28, -0.25, -1.31], [-0.88, -0.42, -0.12], [0.19, 0.25, -0.14], [0.00, 0.10, 0.16], [-0.04, -0.03, -0.06], [0.01, 0.01, 0.00], [0.01, 0.01, 0.04], [-0.01, 0.03, -0.01], [0.03, -0.02, 0.02], [-0.05, -0.01, -0.07], [0.12, -0.05, 0.04], [-0.16, -0.07, 0.16], [0.17, 0.07, -0.20], [-0.05, -0.11, 0.03], [-0.01, 0.05, 0.16], [-0.01, -0.01, 0.01], [-0.01, -0.04, -0.02], [0.00, 0.04, 0.01], [0.00, 0.02, -0.04], [-0.02, 0.23, 0.17], [-0.09, -0.16, -0.11], [-0.02, 0.00, -0.05], [0.01, -0.04, 0.04], [-0.01, -0.01, -0.01], [0.07, 0.00, -0.06], [0.08, -0.12, 0.00], [0.02, -0.05, 0.02], [0.37, 0.07, -0.17], [0.11, 0.06, -0.02], [-0.08, -0.07, 0.02], [0.05, 0.03, 0.02], [0.01, 0.00, 0.03], [0.02, 0.05, -0.01], [0.01, -0.07, 0.05], [-0.01, 0.01, -0.05], [0.02, 0.05, 0.03], [0.15, 0.13, 0.06], [-0.73, -1.19, -0.52], [0.13, 0.03, 0.20], [-0.01, 0.01, 0.10], [-0.03, -0.01, -0.02], [0.03, -0.01, -0.04], [-0.02, -0.05, 0.04], [0.00, 0.00, -0.04], [-0.10, 0.21, 0.27], [-0.01, 0.02, -0.02], [0.06, 0.04, 0.04], [-0.03, 0.00, -0.05], [0.01, -0.01, 0.01], [-0.01, -0.01, 0.00], [-0.12, 0.05, -0.04], [0.00, 0.07, -0.05], [0.03, -0.03, 0.04], [0.00, 0.03, 0.02], [-0.01, 0.00, 0.00], [0.00, 0.00, -0.01], [0.00, -0.01, 0.01], [0.01, 0.00, -0.01], [0.00, 0.00, 0.00], [-0.02, 0.03, 0.01], [-0.05, -0.02, -0.02], [-0.01, 0.00, 0.00], [0.02, 0.00, 0.03], [-0.01, 0.00, -0.02], [0.00, 0.00, 0.01], [0.08, 0.05, 0.03], [0.02, 0.00, 0.00], [-0.03, -0.03, -0.02], [-0.01, 0.02, -0.01], [0.07, 0.03, 0.06], [0.01, 0.01, -0.01], [-0.01, 0.03, -0.02], [0.01, 0.00, -0.01], [-0.01, 0.00, 0.00], [0.00, -0.02, -0.01], [-0.02, 0.00, 0.01], [0.00, 0.01, 0.01], [0.00, 0.01, 0.02], [0.02, 0.01, -0.04], [0.01, -0.02, 0.00], [0.02, 0.03, 0.03], [0.01, 0.00, 0.00], [0.01, -0.02, -0.02], [0.20, -0.19, 0.02], [-0.02, -0.02, -0.01], [0.00, 0.01, 0.01], [0.01, 0.03, 0.01], [0.02, -0.02, -0.02], [-0.14, -0.24, 0.12], [0.28, 0.18, 0.09], [0.06, 0.41, 0.00], [-0.30, -0.08, 0.10], [0.22, 0.53, 0.57], [0.00, 0.01, -0.03], [-0.03, -0.03, -0.14], [0.01, -0.06, -0.07], [0.01, -0.02, -0.03], [-0.08, -0.22, -0.24], [0.00, -0.01, -0.03], [0.05, -0.04, 0.01], [-0.06, 0.03, 0.08], [-0.19, -0.03, -0.18], [0.08, 0.03, -0.14], [-0.03, 0.06, 0.02], [-0.27, 0.01, -0.37], [0.05, 0.12, -0.13], [0.02, -0.01, -0.04], [-0.07, -0.01, -0.03], [-0.02, 0.04, -0.01], [0.00, 0.00, 0.01], [-0.01, -0.03, -0.02], [0.07, 0.03, -0.05], [0.15, 0.11, -0.02], [0.45, 0.20, 0.22], [0.02, 0.00, -0.02], [0.00, 0.00, 0.02], [-0.03, -0.02, 0.04], [0.01, -0.05, 0.02], [0.00, -0.01, 0.01], [0.00, 0.00, 0.04], [0.01, -0.01, 0.00], [0.00, 0.00, -0.01], [0.00, 0.01, 0.00], [0.01, -0.01, 0.04], [0.07, -0.04, 0.00], [-0.05, 0.03, 0.01], [-0.07, 0.00, -0.05], [0.14, 0.09, -0.02], [0.04, -0.25, 0.04], [-0.06, 0.07, 0.03], [0.38, -0.55, 0.12], [0.15, 0.12, 0.00], [-0.04, -0.13, -0.05], [-0.03, 0.06, -0.03], [-0.02, -0.09, 0.03], [0.07, 0.00, 0.00], [-0.08, 0.07, -0.04], [0.14, 0.10, 0.12], [-0.02, 0.01, 0.01], [0.00, 0.00, 0.00], [0.03, 0.01, 0.02], [0.11, 0.05, 0.12], [-0.03, -0.01, 0.00], [0.00, 0.02, 0.00], [-0.01, -0.01, 0.01], [-0.03, 0.00, 0.02], [0.02, -0.02, -0.04]], "lowdin_charge": [0.651, -0.717, 0.975, -0.279, -0.050, -0.012, -0.159, -0.112, -0.115, -0.172, -0.029, -0.077, -0.290, 1.026, -0.309, -0.100, -0.093, -0.117, -0.098, -0.099, -0.249, -0.128, -0.125, -0.138, -0.112, -0.127, -0.151, -0.091, -0.291, -0.083, -0.011, -0.165, -0.111, -0.113, -0.175, -0.018, -0.082, -0.195, 1.124, -0.350, -0.111, -0.100, -0.116, -0.088, -0.093, -0.293, -0.162, -0.026, -0.093, -0.101, -0.107, -0.150, -0.104, 0.115, 0.108, 0.108, 0.107, 0.104, 0.109, 0.102, 0.088, 0.107, 0.096, 0.086, 0.091, 0.097, 0.095, 0.082, 0.080, 0.088, 0.072, 0.096, 0.111, 0.109, 0.109, 0.107, 0.110, 0.106, 0.086, 0.079, 0.092, 0.087, 0.096, 0.081, 0.073, 0.114, 0.090, 0.090, 0.074, -0.193, -0.213, -0.186, -0.161, -0.298, 0.082, 0.075, 0.077, 0.089, 0.065, -0.094, -0.092, -0.037, -0.177, -0.266, -0.135, -0.245, 0.009, -0.022, -0.167, -0.044, -0.090, -0.069, -0.006, -0.239, 0.064, 0.093, 0.095, 0.106, 0.084, 0.122, 0.117, 0.106, 0.093, 0.104, 0.108, -0.138, -0.128, -0.052, -0.298, -0.078, -0.117, -0.059, 0.018, -0.246, -0.087, -0.133, -0.110, -0.056, -0.173, 0.076, 0.084, 0.084, 0.075, 0.096, 0.098, 0.073, 0.089, 0.096]}